Here is a molecular structure, C38H47AsN8O10SV from OMol25. Energies are from the ωB97M-V functional and the def2-TZVPD basis.

```
106
Properties=species:S:1:pos:R:3
As -2.617 1.804 1.651
V -0.626 0.379 -0.424
S -3.415 0.785 -1.118
O -2.561 1.872 -1.527
O -1.782 0.066 -3.614
O 2.812 -3.330 0.169
O 1.214 0.528 0.176
O -4.033 -0.045 -2.114
O -3.049 0.789 2.854
O 1.466 0.574 2.289
O -2.741 -0.050 -0.083
O -1.130 1.674 0.963
O -2.290 3.350 2.575
N 0.210 -1.366 -1.135
N -2.124 -2.459 1.270
N -0.193 0.863 -2.139
N 2.079 -1.477 1.207
N 1.057 -0.049 1.308
N -1.898 -1.693 2.441
N -0.518 -0.316 3.658
N -0.130 -0.719 1.356
C 0.953 0.230 -4.802
C 4.812 1.588 0.717
C 3.016 -1.391 2.237
C -6.398 3.441 1.020
C 0.250 1.894 -2.958
C 0.881 2.682 -5.162
C 5.373 -0.800 0.155
C 2.222 -3.459 3.624
C 0.790 3.994 -4.746
C 1.981 -2.428 0.288
C -0.573 -3.811 -2.110
C 0.813 -3.636 3.069
C -5.987 1.909 -0.791
C -0.829 -0.842 2.453
C 3.976 -0.367 2.120
C 3.162 -4.530 3.052
C -0.788 4.723 -0.767
C -6.824 2.793 -0.130
C -0.986 -0.107 -2.703
C 4.683 0.038 3.240
C 1.566 3.817 -0.465
C -4.290 2.340 0.840
C 0.798 -2.461 -0.662
C 4.458 -0.563 4.465
C 0.170 3.565 -1.044
C 2.426 0.138 -5.221
C 0.302 3.232 -2.504
C -4.723 1.680 -0.283
C 0.654 1.624 -4.292
C 3.620 -1.657 4.534
C -1.164 -2.661 -2.600
C 0.035 -0.161 -5.960
C 2.900 -2.116 3.435
C 0.552 4.252 -3.409
C 0.445 -3.710 -1.164
C 4.316 0.147 0.739
C -0.708 -1.439 -2.106
C -5.128 3.208 1.520
H -0.389 5.681 -1.102
H 2.067 4.639 -0.979
H -4.766 3.678 2.425
H 3.282 -4.381 1.983
H -2.344 -1.846 0.479
H 0.809 -0.487 -3.988
H -0.976 4.789 0.304
H 4.083 2.231 1.202
H -7.067 4.120 1.530
H 5.651 -0.487 -0.849
H 0.555 5.274 -3.058
H 0.948 4.803 -5.446
H 0.251 0.353 3.600
H 4.140 -4.472 3.528
H 0.410 -4.584 3.424
H 1.149 2.473 -6.188
H 4.936 1.916 -0.314
H 0.140 0.539 -6.786
H 2.691 -0.897 -5.426
H -0.869 -4.782 -2.484
H 2.161 -3.618 4.710
H 4.951 -0.202 5.358
H 5.399 0.842 3.168
H 3.420 0.100 0.114
H 0.166 -2.837 3.417
H 0.800 -3.651 1.984
H -0.217 2.677 -0.546
H -1.928 -2.669 -3.363
H -1.735 4.537 -1.268
H 2.161 2.912 -0.568
H 2.616 0.720 -6.120
H 3.070 0.509 -4.427
H 2.750 -5.523 3.225
H -1.328 3.373 2.600
H -2.936 -3.043 1.451
H 5.773 1.692 1.218
H 3.498 -2.172 5.477
H -6.293 1.396 -1.689
H -2.719 -1.234 2.849
H 4.985 -1.814 0.106
H 0.985 -4.579 -0.818
H 0.282 -1.159 -6.318
H -1.290 -0.138 4.282
H -0.997 -0.149 -5.621
H -7.812 2.988 -0.520
H 1.488 4.051 0.594
H 6.267 -0.801 0.777
```

As for the multiplicity: 3. Its LUMO energy (spin up / spin down) is 2.137 / 1.824 eV. The gap between HOMO and LUMO (spin up / spin down) comes out at 7.7 / 7.4 eV. Its expectation value of S² is 2.02. The charge is -1.

These are the Löwdin partial charges, in e, on atoms 1 to 5: As 0.946; V 0.946; S 0.497; O -0.260; O 0.085